A | {
  "formula": "C24H48O6",
  "method": "ωB97M-V with the def2-TZVPD basis set",
  "elements": ["H", "H", "C", "H", "C", "C", "O", "H", "C", "C", "H", "H", "C", "H", "H", "H", "H", "H", "C", "H", "C", "C", "C", "C", "H", "H", "H", "C", "H", "H", "O", "H", "C", "H", "H", "H", "C", "O", "H", "C", "H", "O", "C", "C", "H", "C", "H", "C", "H", "H", "H", "H", "C", "H", "H", "H", "H", "C", "H", "H", "O", "H", "C", "H", "H", "H", "H", "C", "O", "H", "H", "H", "H", "C", "H", "H", "H", "H"],
  "xyz": [[6.652, -8.073, 4.548], [-5.080, 1.065, -2.390], [-8.405, -5.874, 2.110], [9.255, -10.395, 3.194], [1.614, -3.120, 0.337], [0.657, -2.467, -0.549], [-5.242, 4.370, -3.050], [1.400, -0.104, 1.090], [7.282, -9.255, 3.105], [2.133, -2.048, 1.246], [0.278, 7.542, 1.218], [-8.792, -3.741, 1.759], [-7.957, -4.431, 1.639], [-6.466, 2.167, -0.884], [2.463, -3.562, -0.186], [-9.011, -5.976, 3.011], [6.058, 3.863, -1.369], [-5.702, 4.386, -1.121], [8.681, -9.577, 3.628], [7.301, -9.289, 2.015], [-1.463, 8.853, 1.796], [-7.567, -4.570, 0.165], [0.970, -1.080, 1.316], [5.775, 5.320, -4.416], [-8.102, -3.783, -0.367], [-7.115, -4.118, 2.256], [-2.882, 10.397, 0.973], [5.635, 4.221, -2.308], [-7.580, -6.565, 2.287], [4.742, 4.778, -2.025], [9.362, -8.349, 3.538], [-0.010, -3.288, -0.810], [7.093, -7.915, 3.564], [-0.199, 9.115, -0.738], [2.511, -2.428, 2.195], [8.510, -9.896, 4.656], [-6.509, 2.638, -1.866], [5.256, 4.087, -4.619], [5.808, 2.434, -3.361], [-4.514, 3.112, -3.180], [7.077, 5.836, -2.551], [-2.190, 9.111, -0.461], [-0.761, 7.742, 0.956], [5.107, 3.268, -3.411], [-8.303, -6.110, -1.101], [6.599, 5.035, -3.115], [7.406, 4.394, -3.468], [-6.202, 4.126, -2.054], [-1.240, 6.763, 0.931], [6.728, -10.093, 3.529], [-3.820, 2.936, -4.002], [8.557, -6.502, 2.853], [8.451, -7.275, 3.614], [-3.780, 3.105, -2.374], [3.014, -1.546, 0.845], [4.090, 3.084, -3.065], [6.458, -7.415, 2.833], [-5.489, 1.964, -2.851], [-5.921, 1.510, -3.743], [1.202, -3.981, 0.861], [-8.733, -6.562, 0.915], [-3.596, 8.917, 1.279], [-2.654, 9.332, 0.920], [-1.048, 7.583, -1.231], [-1.773, 8.386, 2.731], [-6.936, -6.669, -0.236], [-7.547, 2.415, -2.111], [-7.839, -6.070, -0.115], [0.073, -1.453, 0.227], [1.085, -2.286, -1.535], [0.451, -1.106, 2.274], [6.390, 5.427, -5.310], [-6.532, -4.268, 0.006], [-0.967, 8.381, -0.494], [8.547, -6.821, 4.601], [4.962, 6.045, -4.374], [-0.648, 9.556, 1.972], [-7.059, 4.794, -2.146]],
  "total_charge": 0,
  "e_homo_ev": -9.416
}



B | {
  "formula": "C24H48O6",
  "method": "ωB97M-V with the def2-TZVPD basis set",
  "elements": ["H", "C", "O", "H", "C", "C", "C", "H", "H", "H", "H", "H", "H", "C", "H", "C", "H", "H", "H", "H", "C", "H", "H", "H", "O", "H", "C", "O", "C", "H", "H", "O", "C", "C", "H", "H", "H", "H", "H", "H", "H", "C", "H", "H", "C", "H", "C", "C", "H", "C", "H", "H", "H", "C", "C", "H", "H", "C", "H", "H", "O", "H", "H", "O", "H", "H", "H", "C", "H", "H", "C", "C", "C", "H", "H", "H", "H", "C"],
  "xyz": [[-0.652, -2.604, 0.565], [4.527, 2.926, 1.587], [0.272, 2.080, 4.291], [-3.481, -5.284, -0.949], [-1.900, 2.285, 5.230], [-0.613, -1.534, 0.783], [6.497, 1.821, 1.317], [-0.824, -6.081, -4.597], [-0.337, 0.952, 5.912], [-0.711, -4.385, -2.709], [7.123, 2.449, 1.968], [-2.283, 4.017, -2.083], [1.368, 0.795, 1.973], [-4.083, -2.021, -0.929], [3.656, 1.400, 2.941], [-0.719, 1.329, 4.957], [4.624, 3.934, 2.008], [-1.906, 4.465, 5.058], [-4.981, -1.698, -1.451], [-2.593, 2.228, 4.383], [5.609, 0.878, 2.092], [-1.660, -1.242, 0.868], [-1.757, -3.698, -6.224], [-1.125, 5.360, -2.293], [5.563, 2.668, 0.649], [2.225, -0.526, 1.112], [-1.754, -4.253, -5.281], [-0.583, 3.898, -0.962], [-4.409, -2.538, 0.482], [-0.747, 3.872, 6.174], [1.419, 4.461, -0.868], [-1.515, -3.273, -4.255], [0.284, -1.115, 1.946], [-3.389, -3.213, -1.606], [1.437, 2.559, -3.037], [5.097, 0.237, 1.367], [1.095, 2.708, -0.752], [-2.495, 2.068, 6.114], [5.012, 2.277, 3.620], [-2.329, -3.212, -1.356], [-0.762, -0.444, -1.110], [-0.390, -3.694, -3.505], [-0.288, -5.689, -6.170], [-0.257, -0.667, 2.777], [0.952, 3.493, -2.751], [0.086, -2.862, -2.986], [-1.232, 4.271, -2.186], [-4.080, -4.370, -0.896], [1.257, -5.035, -4.062], [4.617, 1.848, 2.696], [7.151, 1.343, 0.588], [-5.456, -2.398, 0.761], [-0.912, 2.523, -3.335], [0.001, -0.811, -0.424], [-0.568, -5.219, -5.226], [3.563, 2.898, 1.071], [-0.559, 3.574, 3.122], [-0.159, 3.421, 4.130], [-1.091, 0.483, 4.376], [0.810, -1.970, 2.375], [0.648, 0.326, 0.114], [-3.761, -2.168, 1.273], [-3.542, -3.209, -2.681], [-4.176, -3.968, 0.445], [0.714, -1.452, -0.959], [-0.559, 4.046, -4.242], [1.545, 4.291, -3.199], [1.246, -0.082, 1.340], [-2.718, -4.749, -5.169], [-3.404, -1.170, -0.834], [0.505, -4.396, -4.520], [-0.484, 3.525, -3.291], [0.783, 3.642, -1.219], [-5.033, -4.613, -1.389], [6.155, 0.212, 2.760], [0.708, 4.071, 4.243], [0.938, -3.632, -5.165], [-1.205, 3.640, 5.207]],
  "total_charge": 0,
  "e_homo_ev": -9.248
}



Q: Which of them is the least stable? A: A.



A | {
  "formula": "C2H2N2O2S",
  "method": "ωB97M-V with the def2-TZVPD basis set",
  "elements": ["O", "O", "C", "H", "S", "H", "N", "C", "N"],
  "xyz": [[-0.452, 0.572, 1.642], [0.850, 1.113, 0.032], [0.842, -0.975, 0.622], [0.225, -1.663, 1.044], [-2.084, -0.492, -1.213], [1.789, -1.331, 0.271], [-0.350, 1.669, -1.672], [-1.165, 0.829, -1.520], [0.344, 0.278, 0.795]],
  "total_charge": 0,
  "e_homo_ev": [-9.587, -9.584]
}



B | {
  "formula": "C2H2N2O2S",
  "method": "ωB97M-V with the def2-TZVPD basis set",
  "elements": ["O", "N", "C", "N", "C", "O", "H", "H", "S"],
  "xyz": [[1.947, -1.271, -2.107], [-0.889, 0.919, -2.209], [-0.065, 0.260, -1.766], [-1.319, -0.878, 0.433], [-2.274, -0.939, -0.168], [1.953, 0.510, -0.281], [2.908, 0.357, -0.085], [-2.964, -0.822, -0.941], [1.148, -0.799, -1.004]],
  "total_charge": 0,
  "e_homo_ev": -10.716
}



C | {
  "formula": "C2H2N2O2S",
  "method": "ωB97M-V with the def2-TZVPD basis set",
  "elements": ["C", "C", "N", "N", "O", "O", "H", "H", "S"],
  "xyz": [[-1.150, 0.493, 0.318], [2.099, -1.558, -0.862], [-1.400, -0.453, -0.466], [2.376, -2.238, -1.781], [-1.812, -1.155, -1.326], [1.940, -1.090, 0.195], [-0.114, 0.891, 0.626], [2.127, -2.090, -2.664], [-2.745, 0.790, 0.847]],
  "total_charge": 0,
  "e_homo_ev": [-8.533, -8.533]
}



Q: Which of them is the least stable? A: A.



A | {
  "formula": "C4H9Cl",
  "method": "ωB97M-V with the def2-TZVPD basis set",
  "elements": ["H", "H", "Cl", "C", "H", "C", "H", "C", "H", "H", "C", "H", "H", "H"],
  "xyz": [[-0.040, -1.023, 2.080], [0.235, -1.146, -0.695], [-0.058, 1.197, -1.101], [0.497, -0.483, 1.181], [2.203, -1.371, 1.783], [-0.370, -0.418, 0.063], [1.676, -1.953, 0.268], [1.840, -1.063, 0.727], [-2.210, 0.685, 0.606], [2.653, -0.331, 0.223], [-1.865, -0.368, 0.149], [-2.306, -0.627, -0.865], [-2.322, -1.043, 0.833], [0.489, 0.449, 1.759]],
  "total_charge": 0,
  "e_homo_ev": -10.245
}



B | {
  "formula": "C4H9Cl",
  "method": "ωB97M-V with the def2-TZVPD basis set",
  "elements": ["H", "H", "C", "H", "H", "Cl", "C", "C", "H", "H", "H", "H", "H", "C"],
  "xyz": [[0.625, 0.644, 2.529], [-0.981, -1.522, -1.238], [-0.766, -0.544, -1.631], [-1.073, -0.341, 0.968], [1.208, -0.516, -0.703], [-1.123, 1.984, 0.909], [0.851, 0.097, 1.740], [0.292, 0.080, -0.756], [-1.700, 0.054, -1.668], [-0.418, -0.592, -2.705], [0.510, 1.048, -1.158], [0.890, -0.971, 1.926], [1.876, 0.259, 1.106], [-0.191, 0.321, 0.681]],
  "total_charge": 0,
  "e_homo_ev": -10.414
}



Q: Which of them is the least stable? A: A.